The following is a quantum chemistry calculation of a structure of composition C19H15CrF6N4O4S2 in a non-equilibrium geometry, from the OMol25 dataset.

Element x y z (Å)
Cr: -0.006257 -0.084613 -0.072437
C: 1.338491 0.874705 -3.071788
C: 0.302445 1.772725 -2.517627
C: -0.252411 2.774966 -3.359066
C: -1.215177 3.628495 -2.889574
C: -1.595606 3.499569 -1.558832
C: -1.019000 2.493101 -0.770197
N: -0.098188 1.627869 -1.269067
C: -1.320115 2.303761 0.647902
C: -2.005254 3.171631 1.493230
C: -1.891186 2.978662 2.848607
C: -1.057746 1.974600 3.336167
C: -0.446349 1.115391 2.451025
N: -0.688387 1.233114 1.162165
C: 0.577481 0.088625 2.747745
C: 0.867309 -0.355421 4.006831
C: 1.915666 -1.259775 4.166662
C: 2.637666 -1.633993 3.062569
C: 2.295597 -1.160786 1.798425
C: 3.170311 -1.506967 0.641646
N: 1.242396 -0.339740 1.636555
H: 1.991382 1.429998 -3.745904
H: 0.858398 0.086038 -3.655443
H: 1.934695 0.406652 -2.291754
H: 0.101631 2.839188 -4.376553
H: -1.656141 4.375046 -3.532383
H: -2.340417 4.146363 -1.124782
H: -2.565735 3.998069 1.094179
H: -2.400449 3.638441 3.537815
H: -0.892947 1.865309 4.396018
H: 0.298515 -0.010639 4.854428
H: 2.175296 -1.635149 5.146559
H: 3.496753 -2.280141 3.153480
H: 4.211174 -1.504633 0.968021
H: 3.064420 -0.794921 -0.170975
H: 2.938781 -2.502066 0.273176
F: 0.273531 -2.338991 -4.102676
C: 0.690954 -3.268709 -3.256310
F: 2.018638 -3.287331 -3.262797
F: 0.207333 -4.448090 -3.599966
S: 0.117287 -2.872435 -1.543595
O: 0.702511 -1.527593 -1.296721
O: 0.575302 -3.890924 -0.672820
N: -1.441456 -2.814672 -1.735269
S: -2.385717 -1.759015 -1.099303
O: -3.705844 -1.829394 -1.582716
O: -1.769084 -0.407772 -1.046797
C: -2.375213 -2.157038 0.705132
F: -2.669940 -3.404595 0.974321
F: -3.135677 -1.321762 1.390646
F: -1.069670 -1.925152 1.112051

Atomic forces in eV per Å
0.9215 -0.5633 -1.3050
0.2028 -0.3427 -0.2140
-0.0850 0.7473 -1.4089
0.4891 -0.6755 0.4834
0.0561 -0.1791 0.2294
0.3404 -0.8406 0.9283
-1.0635 1.0300 -0.9274
-0.4250 -0.3967 1.1290
-0.1051 0.1021 0.3915
0.2517 -0.1804 -0.7729
0.1214 -0.3177 0.5510
-0.1736 0.0899 0.4491
-0.0152 -0.4299 0.9396
-0.0527 0.7963 -1.0495
-0.4945 0.2029 -0.0437
0.1131 -0.0687 0.1350
-0.1092 0.0501 0.1215
0.0406 0.0141 -0.0145
0.2173 0.0816 -0.1954
-0.0601 0.0309 -0.0939
-0.5378 -0.0214 -0.3524
0.0153 -0.0728 0.0822
0.0781 -0.0243 -0.0155
0.0935 0.0264 -0.0494
0.0697 -0.0146 -0.0493
-0.0510 0.0750 0.0068
-0.0467 0.0857 0.0152
-0.0500 0.1641 -0.0531
0.0084 -0.0041 0.0127
0.0442 0.0903 0.0913
-0.0434 0.0490 0.0830
-0.0193 -0.0044 0.0334
0.0550 -0.0705 0.0017
-0.0690 -0.0081 -0.0468
-0.0006 0.0417 -0.1013
-0.0204 -0.1790 -0.1025
-0.1657 0.0925 0.1376
0.2462 -0.3776 -0.5939
-0.2875 -0.0223 0.2604
0.1298 0.3761 0.2345
-0.2502 -0.7186 -0.2516
0.0593 0.8946 0.5644
0.0690 -0.0046 0.1205
0.2058 0.2382 0.1540
-0.3439 -0.8651 -0.1428
0.0494 0.1534 0.0507
0.5774 0.7336 0.6607
-0.4281 -0.3450 0.3726
0.1222 0.5217 -0.2067
0.0843 -0.1632 -0.2284
0.2359 0.2027 -0.0207

E_LUMO (spin up / spin down) in eV: -8.98 / -8.47
⟨S²⟩: 0.7628
Charge: +2
Multiplicity: 2
Orbital gap (spin up / spin down) in eV: 6.47 / 6.98
E_tot in eV: -100478.40357



The following is a quantum chemistry calculation of a structure of composition C16H33As3NOOsS, from the OMol25 dataset.

Element x y z (Å)
Os: -0.162513 -2.047841 0.966441
C: 2.035640 0.839579 1.453629
As: 1.232860 -0.253358 0.076851
C: 2.749660 -0.895862 -0.920398
C: 0.429537 0.978978 -1.220092
C: -0.914828 1.687949 -0.970692
C: -1.271219 2.456737 -2.254294
C: -2.068298 0.682454 -0.758648
As: -2.125310 -0.558342 0.746731
C: -2.631996 0.459027 2.312136
C: -3.720505 -1.559154 0.329202
C: -0.869322 2.663872 0.231688
As: -0.095352 4.446536 -0.023708
C: -1.328598 5.695134 -0.797521
C: 1.626836 4.541319 -0.871011
H: 1.301216 1.169181 2.186016
H: 2.533969 1.694963 0.998941
H: 2.776930 0.228318 1.966146
H: 3.350152 -0.052573 -1.259276
H: 2.412284 -1.472324 -1.779757
H: 3.355798 -1.528087 -0.272864
H: 0.340560 0.383879 -2.132901
H: 1.213035 1.716450 -1.416615
H: -1.416172 1.772172 -3.089696
H: -0.474621 3.146536 -2.544535
H: -2.197690 3.020844 -2.128225
H: -2.121367 0.034135 -1.637900
H: -3.016396 1.225538 -0.720360
H: -3.464858 1.113441 2.056822
H: -1.798159 1.040535 2.698916
H: -2.956143 -0.238064 3.083474
H: -4.559080 -0.875056 0.206427
H: -3.929549 -2.248550 1.143837
H: -3.572234 -2.123760 -0.589511
H: -0.351549 2.238258 1.092419
H: -1.883701 2.908436 0.556705
H: -2.300290 5.588438 -0.320126
H: -1.397964 5.502204 -1.869388
H: -0.942668 6.699437 -0.626683
H: 2.329165 3.883791 -0.364915
H: 1.974299 5.570863 -0.789058
H: 1.530163 4.275425 -1.924803
S: 1.479284 -2.571910 2.579862
C: 1.933992 -3.761577 1.352423
C: 2.934044 -4.707486 1.461327
C: 3.134803 -5.557330 0.378949
C: 2.340980 -5.436434 -0.754466
C: 1.355751 -4.465261 -0.788067
N: 1.163364 -3.644317 0.250779
H: 3.528982 -4.777436 2.361475
H: 3.908354 -6.312764 0.423967
H: 2.478851 -6.087622 -1.605935
H: 0.710196 -4.332893 -1.646375
O: -1.522983 -3.716185 1.531101
H: -1.713314 -3.845577 2.471962
H: -1.354005 -4.594655 1.159593

Atomic forces in eV per Å
0.1573 -0.0931 -0.0111
-0.0248 0.0031 0.0182
-0.0252 -0.0134 -0.0168
0.0181 -0.0132 -0.0098
-0.0451 0.0048 0.0406
-0.0417 -0.0378 -0.0135
-0.0024 -0.0073 0.0340
0.0583 0.0367 -0.0327
-0.0908 -0.0112 0.0247
0.0747 -0.0011 0.0371
-0.0167 -0.0022 -0.0330
0.0289 0.0062 -0.0116
-0.0057 -0.0171 -0.0222
-0.0062 0.0458 0.0322
0.0274 0.0153 0.0282
0.0012 0.0012 0.0042
0.0038 0.0098 0.0081
0.0093 0.0030 -0.0007
-0.0003 0.0024 -0.0012
0.0036 -0.0006 -0.0026
-0.0035 -0.0046 0.0003
-0.0060 0.0143 -0.0160
0.0122 -0.0034 -0.0103
0.0065 0.0014 -0.0073
0.0019 -0.0005 -0.0119
0.0043 0.0019 -0.0034
-0.0087 -0.0001 -0.0028
-0.0082 -0.0047 -0.0006
-0.0029 0.0014 -0.0025
-0.0057 0.0084 0.0030
-0.0034 -0.0029 -0.0026
0.0012 0.0104 0.0113
-0.0253 0.0017 0.0009
-0.0060 -0.0006 0.0023
-0.0080 -0.0002 0.0045
-0.0097 -0.0193 -0.0040
-0.0034 -0.0058 -0.0122
0.0019 -0.0010 -0.0005
-0.0036 0.0017 -0.0140
0.0089 -0.0048 -0.0122
-0.0025 0.0006 -0.0073
-0.0027 -0.0033 -0.0033
-0.0908 0.0523 0.0427
0.0024 -0.0386 -0.0598
0.0070 -0.0086 0.0020
-0.0005 0.0098 0.0113
-0.0079 -0.0013 -0.0095
-0.0091 -0.0053 0.0018
-0.0025 0.0578 0.0266
0.0016 -0.0005 -0.0040
-0.0011 -0.0006 -0.0005
0.0014 0.0007 0.0019
0.0054 -0.0027 -0.0060
0.0546 0.0396 0.0121
-0.0267 -0.0246 -0.0203
0.0050 -0.0001 0.0182

E_LUMO (spin up / spin down) in eV: -8.37 / -10.93
⟨S²⟩: 6.0210
Charge: +3
Multiplicity: 5
Orbital gap (spin up / spin down) in eV: 8.45 / 6.45
Relative energy (zero: lowest compared OMol25 entry of this formula, charge and spin) in kJ/mol: 0.0
E_tot in eV: -216455.78286



The following is a quantum chemistry calculation of an isolated molecule of C5H8N2 in a non-equilibrium geometry, from the OMol25 dataset.

Element x y z (Å)
C: -1.260044 0.373577 -1.398670
C: -0.637206 0.346402 0.005547
C: 0.103071 -1.001655 0.260167
N: 1.492935 -0.860697 0.718277
C: 1.965440 -0.202914 1.756292
C: 0.229729 1.524820 0.169978
N: 0.870569 2.481714 0.276921
H: -0.479328 0.245940 -2.155687
H: -1.985816 -0.437942 -1.509367
H: -1.773588 1.320602 -1.584941
H: -1.432928 0.455300 0.752463
H: 0.110458 -1.578766 -0.671576
H: -0.454551 -1.587907 0.997243
H: 2.173332 -1.331264 0.130349
H: 1.077927 0.252789 2.253003

Atomic forces in eV per Å
-0.0782 -0.0011 -0.0841
-0.0395 0.0498 0.0264
-0.0101 0.0285 0.0343
0.3725 0.1192 0.2170
-0.5085 -0.2714 -0.3529
0.4937 0.7802 0.0910
-0.6150 -0.9151 -0.1541
-0.1245 0.0501 0.0968
0.1150 0.0778 0.0496
0.0850 -0.1398 0.0399
0.1261 0.0060 -0.1357
0.0429 0.1145 0.1591
0.0789 0.1221 -0.0989
-0.1103 0.0613 0.0922
0.1718 -0.0821 0.0192

E_LUMO in eV: 0.57
Orbital gap in eV: 9.04
Relative energy (zero: lowest compared OMol25 entry of this formula, charge and spin) in kJ/mol: 280.3
E_tot in eV: -8292.09138



Question: Among the records above, which one has the lowest E_tot?
Answer: C16H33As3NOOsS



Question: Which of these has the lowest E_tot?
Answer: C16H33As3NOOsS